Entry 1:
{"formula": "C4H5NO2", "method": "ωB97M-V/def2-TZVPD", "elements": ["H", "O", "C", "N", "O", "H", "C", "C", "H", "H", "H", "C"], "coordinates": [[1.5624, 1.9562, 0.1644], [0.5656, -1.8495, 0.2806], [-0.2673, 0.0721, -0.2649], [0.6761, -0.5304, 0.4327], [-0.3947, 1.4041, -0.2718], [-0.3244, -2.7924, -1.3396], [-0.5969, -2.0660, -0.5682], [0.5397, 2.1232, 0.5197], [0.4787, 1.8183, 1.5704], [0.2714, 3.1746, 0.4143], [-1.3721, -2.5163, 0.0728], [-1.1385, -0.7938, -1.0103]], "mulliken_charge": [0.29, -0.22, 0.71, -0.15, -0.34, 0.33, -0.15, -0.63, 0.29, 0.23, 0.27, -0.62], "energy_ha": -360.4691, "fmax_ev_per_a": 0.434, "de_lowest_kcal_mol": 125.7}

Entry 2:
{"formula": "CH6N2OP", "method": "ωB97M-V/def2-TZVPD", "elements": ["H", "H", "N", "C", "H", "O", "N", "H", "H", "P", "H"], "coordinates": [[1.9693, -1.8729, 1.1649], [-0.2774, 1.7083, 1.5511], [-1.7717, 0.0381, -0.8752], [0.5911, -0.6010, 0.5368], [2.4135, -1.2158, -0.3847], [-0.6749, 1.6681, 0.7026], [1.7104, -1.1785, 0.3655], [-2.2392, 0.1219, 0.0263], [-1.8559, -0.8843, -1.3010], [-0.2379, 0.6865, -0.4309], [0.3726, 1.5298, -1.3553]], "mulliken_charge": [0.34, 0.36, -0.52, -0.17, 0.26, -0.46, -0.20, 0.31, 0.31, 0.63, 0.14], "energy_ha": -567.4958, "smiles": "N[P@@H](O)=C=[NH2+]", "fmax_ev_per_a": 3.369, "charge": 1, "de_lowest_kcal_mol": 39.0}

Entry 3:
{"formula": "C4H6O2S2", "method": "ωB97M-V/def2-TZVPD", "elements": ["H", "H", "C", "H", "C", "S", "H", "O", "H", "C", "S", "C", "O", "H"], "coordinates": [[-0.8982, 1.5295, 0.4054], [-2.5450, -0.0227, 1.1850], [1.6050, 0.8361, -1.5890], [-2.4104, -0.9164, -0.3057], [-0.6303, 0.4727, 0.2110], [-0.0702, 0.0724, -1.4643], [1.6798, 0.9397, -2.7631], [0.4201, 0.0912, 1.0469], [1.6299, 1.8994, -1.2477], [-1.7615, -0.4706, 0.5920], [1.3067, -2.0164, 2.2759], [0.1611, -1.1814, 1.5915], [-1.1552, -1.3905, 1.3169], [2.6681, 0.1570, -1.2548]], "mulliken_charge": [0.37, 0.27, -0.78, 0.23, 0.08, -0.07, 0.27, -0.30, 0.30, -0.43, -0.33, 0.50, -0.34, 0.24], "energy_ha": -1102.7941, "smiles": "CS[C@H]1COC(=S)O1", "fmax_ev_per_a": 5.893, "de_lowest_kcal_mol": 65.2}

Entry 4:
{"formula": "C6H10N", "method": "ωB97M-V/def2-TZVPD", "elements": ["C", "H", "H", "N", "C", "H", "C", "H", "C", "H", "C", "C", "H", "H", "H", "H", "H"], "coordinates": [[3.2264, 0.4830, 0.0126], [4.2150, 0.6013, 0.4480], [0.0405, -2.2093, 0.4705], [2.1103, 0.1182, -0.0779], [0.7853, -0.2984, -0.1890], [-0.3698, 2.1041, 1.5803], [-0.1585, 1.8131, 0.4237], [-0.0203, -2.0173, -1.2050], [-1.6334, -0.1809, 0.0772], [-1.7615, -1.0433, 0.8280], [-0.3554, 0.4559, 0.0447], [0.6102, -1.8661, -0.3435], [-0.9275, 2.4318, -0.1873], [1.6087, -2.2604, -0.6579], [0.7637, 2.2876, 0.3612], [-2.4942, 0.4530, 0.2357], [-1.8720, -0.7290, -0.9078]], "mulliken_charge": [0.21, 0.42, 0.32, -0.07, 0.40, 0.28, -1.29, 0.38, -1.44, 0.31, 0.95, -1.18, 0.31, 0.35, 0.34, 0.38, 0.33], "energy_ha": -289.0067, "smiles": "C#[N+]C(C)=C(C)C", "fmax_ev_per_a": 5.868, "charge": 1, "de_lowest_kcal_mol": 47.8}

Entry 5:
{"formula": "CH3I2P", "method": "ωB97M-V/def2-TZVPD", "elements": ["I", "I", "H", "H", "H", "C", "P"], "coordinates": [[5.6052, -0.7870, -0.1941], [2.0485, 1.1659, 0.3602], [0.1011, 0.3919, -1.5193], [-0.3065, -0.1545, -0.0110], [-0.4677, 1.7210, -0.2975], [0.0623, 0.7373, -0.5198], [4.7667, 1.4293, -0.1673]], "mulliken_charge": [0.00, 0.15, 0.33, 0.28, 0.24, -0.86, -0.14], "energy_ha": -976.5574, "fmax_ev_per_a": 1.899, "de_lowest_kcal_mol": 76.7}

Entry 6:
{"formula": "C4H5NS", "method": "ωB97M-V/def2-TZVPD", "elements": ["C", "C", "H", "C", "H", "H", "N", "H", "C", "S", "H"], "coordinates": [[-0.7583, -0.8674, -0.3078], [0.3933, -1.4556, 0.0323], [0.7558, -1.1508, 0.9655], [-0.7354, 0.9931, 1.1012], [0.7353, 2.9116, -0.3297], [0.8364, -2.1844, -0.5468], [-1.3613, 0.1210, 0.5129], [-1.4166, -1.1552, -1.0280], [0.6079, 1.1913, 1.2848], [1.6041, 2.1621, 0.3930], [-1.3050, 1.7983, 1.6466]], "mulliken_charge": [-0.14, -0.83, 0.39, 0.34, 0.13, 0.29, -0.55, 0.45, -0.33, -0.06, 0.32], "energy_ha": -608.1918, "fmax_ev_per_a": 4.193, "de_lowest_kcal_mol": 99.7}